Here is a structure of composition C56H117N6O12PPt2 from the OMol25 dataset. Energies are from ωB97M-V/def2-TZVPD.

CARTESIAN COORDINATES (ANGSTROEM)
C (1.889, -4.289, -2.823)
Pt (-0.041, 2.098, 0.737)
H (-2.196, 5.106, -3.568)
C (-1.475, 1.463, 3.609)
H (1.967, -1.115, 3.891)
H (1.200, 5.469, 4.235)
H (3.721, 1.594, 2.465)
C (-6.005, 0.307, 2.350)
H (-5.567, 5.109, 0.210)
H (7.008, 0.641, -1.400)
H (4.560, -2.075, -2.271)
H (-1.038, 5.753, -0.075)
C (0.270, -6.107, 1.787)
H (-6.777, -2.640, -0.151)
C (2.872, 2.946, -3.891)
C (2.508, -5.055, 4.757)
H (-1.640, -5.655, 4.127)
H (-0.940, 3.410, -2.710)
P (-0.497, -0.643, -0.393)
C (-5.213, -1.032, 0.394)
C (1.872, -5.688, -2.092)
H (-0.016, 1.517, 5.296)
H (1.633, -6.469, -2.816)
H (1.023, 0.821, -3.459)
Pt (-2.261, -0.779, 1.666)
H (2.750, -5.043, -4.836)
H (1.847, 3.297, -4.126)
C (2.617, 3.388, 1.885)
C (0.314, -2.804, 5.224)
H (1.035, -5.714, -1.432)
C (-6.609, -1.587, 0.013)
C (-3.992, 1.983, -3.939)
H (-3.593, -3.629, 3.105)
H (5.093, 3.422, -2.754)
H (-0.342, -5.645, 5.268)
H (-1.648, 0.893, 5.631)
C (3.948, 4.060, 1.518)
H (3.449, 1.550, -6.173)
C (-3.114, 3.136, -3.235)
H (2.969, 3.698, 3.970)
H (0.169, -7.167, 1.917)
H (-4.106, -1.929, -1.346)
H (-6.872, 4.179, -1.444)
H (-0.094, -3.731, 5.619)
H (4.736, 3.810, 2.258)
C (3.143, -2.584, 0.327)
C (5.337, 1.705, -5.112)
H (4.629, 2.706, -1.247)
H (-0.037, 6.289, 2.271)
H (1.135, 7.051, 0.122)
H (1.869, 5.771, -0.855)
H (-5.858, -0.671, 4.202)
H (0.822, -2.949, -3.986)
H (-3.689, 1.861, -4.962)
H (5.426, 0.456, -0.512)
H (3.144, 3.340, -2.917)
C (1.679, 6.123, 0.161)
H (2.864, -3.011, 5.160)
H (-6.793, -0.993, -0.869)
H (2.434, -5.791, 2.705)
H (4.271, 3.642, 0.533)
H (3.919, -4.697, -3.497)
H (-3.248, -2.065, 4.069)
H (5.390, 2.782, -4.998)
H (3.551, 3.407, -4.607)
H (-5.061, 2.176, -4.027)
O (2.101, 3.604, -0.507)
C (-5.041, -2.051, 2.770)
H (-4.503, -3.107, 4.612)
H (0.902, -2.330, 5.969)
H (4.003, -5.868, -2.120)
C (0.453, 5.327, 2.243)
H (1.905, -6.955, 3.896)
O (1.994, -2.020, -2.245)
C (3.924, 1.131, -5.281)
H (1.042, -1.742, -2.092)
H (2.776, -4.840, 0.394)
H (1.377, 0.770, -5.179)
N (2.132, -3.346, -1.714)
C (0.789, 5.005, 0.816)
H (3.522, -5.291, 5.073)
H (3.109, 1.625, 0.854)
O (-1.023, -1.866, 0.454)
C (2.522, -3.634, 4.350)
H (3.269, -6.989, -1.044)
H (2.189, -2.988, 0.716)
C (-3.053, 4.472, -3.959)
H (-3.437, -0.404, -0.805)
H (2.631, 6.236, 0.624)
C (-4.592, 5.505, -2.407)
C (1.135, -3.101, 3.967)
H (-3.765, 5.285, 0.284)
H (1.846, -0.515, -4.130)
C (-1.123, 1.690, 5.084)
O (-0.803, -3.402, 2.593)
C (-5.350, 0.386, 0.963)
H (0.315, -1.327, 3.226)
C (6.017, 0.982, -3.901)
N (-3.469, 3.498, -1.829)
C (-4.619, 4.660, -0.028)
H (1.803, -5.233, 5.565)
H (-0.633, -7.072, 4.304)
H (2.264, 2.695, -0.804)
C (-0.476, 4.835, -0.005)
H (-6.523, -3.259, 3.557)
H (-0.150, -3.745, -2.716)
C (-6.043, 3.503, -1.763)
H (-7.345, -1.278, 0.757)
C (-4.373, 5.211, -3.906)
H (-3.962, 1.032, -3.387)
H (2.372, 5.991, 2.978)
H (2.928, 0.110, -1.349)
H (1.391, 3.130, 3.731)
O (-3.761, 2.304, -1.080)
H (3.071, -3.365, -4.413)
H (-4.843, -3.357, 0.123)
H (-0.575, -2.875, 1.804)
O (-1.593, 0.538, -0.015)
C (-4.668, 4.269, -1.556)
H (3.995, -2.802, 0.973)
H (-5.146, 4.564, -4.293)
H (4.552, -4.942, 0.033)
H (5.391, -3.770, -1.886)
H (-0.487, -2.108, 4.912)
C (1.774, 0.595, -4.183)
C (0.409, -5.486, 3.223)
C (5.350, 2.576, -2.074)
C (3.098, 1.330, -4.028)
H (-0.259, 4.513, 2.589)
C (1.600, 5.242, 3.268)
H (-7.011, -0.065, 2.278)
H (-2.869, 4.183, -5.014)
N (3.861, 0.754, -2.858)
H (0.324, -4.573, -4.242)
N (0.438, -3.984, 2.997)
O (0.739, 0.062, 0.263)
C (1.328, -1.755, 3.224)
H (-3.658, 6.077, -2.199)
H (-2.921, 1.908, -0.911)
C (-1.615, 2.616, -3.114)
H (3.983, 5.151, 1.416)
C (4.709, -2.935, -1.560)
C (2.840, 1.902, 1.876)
H (1.176, -5.915, 1.187)
H (1.773, -1.832, 2.239)
O (-0.455, -1.086, -1.823)
H (-1.123, 4.081, 0.484)
O (3.161, 1.008, -1.675)
N (-4.358, -1.890, 1.360)
H (3.216, -3.452, 3.628)
H (-4.529, 3.726, 0.522)
C (-4.382, -0.955, -0.936)
C (2.118, 3.828, 3.303)
H (4.049, 0.061, -5.367)
H (-1.298, 2.226, -4.061)
H (5.237, -2.424, -0.719)
C (3.181, -5.921, -1.366)
H (7.078, 1.228, -3.840)
H (5.931, -0.068, -4.123)
H (-6.000, 2.526, -1.283)
C (0.600, -3.888, -3.447)
H (-4.916, -0.298, -1.655)
C (5.273, 1.189, -2.593)
H (3.055, -1.517, 0.165)
H (-5.988, -3.836, 2.010)
H (-0.288, 4.513, -1.033)
H (6.300, 2.834, -1.648)
C (-3.992, -2.778, 3.688)
H (-7.187, -2.476, 2.203)
H (-6.206, 3.367, -2.860)
C (5.937, 0.309, -1.485)
H (-1.387, 2.653, 5.287)
C (-5.271, -0.600, 3.295)
C (3.525, -4.825, -0.360)
O (-2.424, 0.671, 3.399)
C (-6.287, -2.949, 2.565)
H (-1.572, 1.800, -2.404)
H (-0.606, -5.804, 1.232)
H (-4.371, 6.093, -4.508)
C (1.913, -5.895, 3.641)
O (-4.168, -3.143, 0.802)
H (-5.749, 1.077, 0.236)
O (-0.796, 1.995, 2.717)
C (2.976, -4.356, -3.954)
C (-0.577, -6.003, 4.294)
H (-4.396, 0.799, 1.174)
H (5.875, -0.702, -1.820)
H (-4.252, -0.310, 3.600)
H (1.981, 1.432, 2.259)
H (5.992, 1.465, -5.930)
H (-5.463, 6.192, -2.257)
N (1.530, 3.668, 0.810)
C (3.443, -3.425, -0.891)
H (-6.102, 1.320, 2.822)

Output
Spin multiplicity: 5
Energy relative to the best compared isomer or geometry (same formula, charge and spin), kcal/mol: 12.6
HOMO-LUMO gap (spin up / spin down), Eh: 0.279 / 0.221
HOMO level (spin up / spin down), eV: -7.4 / -7.4
Electronic energy, eV: -109254.281

These are the Löwdin partial charges, in e, on atoms 1 to 4:
1. C -0.51
2. Pt 1.22
3. H 0.14
4. C -0.67